# C43H38B2ClN2O11

3 unconnected molecules or ions with the total composition C43H38B2ClN2O11 (ωB97M-V/def2-TZVPD, the OMol25 dataset).

```
97
Properties=species:S:1:pos:R:3
C 1.669 0.959 3.094
C 1.569 0.526 1.545
C 0.098 -0.157 1.345
N 0.278 -1.615 1.597
C -0.025 -2.464 0.417
O 1.311 -2.881 -0.035
B 1.706 -4.126 0.666
Cl 2.586 -5.420 -0.382
O 2.154 -3.936 2.066
C 3.218 -4.803 2.407
O 2.931 -5.870 3.004
C 4.737 -4.401 2.083
C 5.632 -5.295 1.203
C 7.094 -4.842 0.910
C 7.606 -3.528 1.542
C 6.716 -2.621 2.420
C 5.267 -3.069 2.697
O 0.363 -4.766 0.863
C -0.756 -3.899 0.614
C -1.882 -4.079 1.745
C -1.535 -5.401 2.606
C -2.721 -5.789 3.639
N -3.855 -6.574 3.099
O -2.665 -5.474 4.856
B -1.274 -4.204 -0.923
O -0.530 -5.120 -1.766
O -2.446 -3.576 -1.506
H 1.525 0.021 3.755
H 0.832 1.702 3.330
H 2.714 1.417 3.275
H 2.407 -0.206 1.301
H 1.665 1.459 0.894
H -0.311 0.091 0.307
H -0.551 0.267 2.200
H -0.181 -1.938 2.456
H -0.511 -1.914 -0.458
H 5.201 -6.267 0.792
H 7.758 -5.475 0.242
H 8.690 -3.191 1.368
H 7.118 -1.664 2.878
H 4.581 -2.428 3.337
H -2.898 -4.240 1.219
H -2.036 -3.147 2.408
H -1.327 -6.324 1.973
H -0.639 -5.115 3.274
H -4.458 -6.012 2.484
H -3.433 -7.296 2.495
H 0.207 -4.584 -2.143
H -2.117 -3.001 -2.242
C 3.574 8.908 -0.572
C 3.396 8.036 0.500
C 3.270 6.670 0.274
C 3.311 6.172 -1.029
C 3.465 7.047 -2.104
C 3.608 8.416 -1.872
C 3.459 6.537 -3.495
O 3.598 7.301 -4.435
C 3.276 5.086 -3.725
C 3.211 4.597 -5.031
C 3.051 3.234 -5.256
C 2.965 2.353 -4.180
C 3.024 2.837 -2.878
C 3.169 4.206 -2.648
C 3.194 4.714 -1.258
O 3.115 3.944 -0.318
H 3.681 9.973 -0.394
H 3.357 8.422 1.514
H 3.137 5.995 1.113
H 3.741 9.101 -2.704
H 3.280 5.277 -5.874
H 2.996 2.857 -6.272
H 2.848 1.289 -4.357
H 2.951 2.146 -2.043
C -4.558 4.536 -1.269
C -5.885 4.795 -0.933
C -6.742 3.746 -0.619
C -6.276 2.431 -0.652
C -4.954 2.170 -1.013
C -4.092 3.227 -1.311
C -4.460 0.777 -1.100
O -3.304 0.549 -1.412
C -5.395 -0.334 -0.812
C -4.960 -1.653 -0.946
C -5.826 -2.704 -0.665
C -7.127 -2.441 -0.239
C -7.566 -1.128 -0.110
C -6.704 -0.071 -0.405
C -7.191 1.322 -0.299
O -8.331 1.554 0.069
H -3.888 5.357 -1.505
H -6.251 5.817 -0.913
H -7.773 3.954 -0.352
H -3.059 3.031 -1.579
H -3.947 -1.866 -1.274
H -5.487 -3.729 -0.775
H -7.801 -3.261 -0.013
H -8.582 -0.930 0.217
```

Results
HOMO-LUMO gap	5.658	eV
net charge	-1
HOMO	-5.44	eV

Mulliken population analysis, charges in e, atoms 1 to 5: C -1.144; C -0.014; C -0.542; N 0.257; C -0.564


# C43H38BrIrN5O2P2

A molecular structure, C43H38BrIrN5O2P2 (ωB97M-V/def2-TZVPD, the OMol25 dataset).

```
92
Properties=species:S:1:pos:R:3
Ir -0.263 0.886 0.044
N 1.955 0.420 1.798
P 0.306 0.528 2.208
C -0.198 -0.999 2.976
C 0.713 -1.712 3.761
C 0.291 -2.825 4.469
C -1.039 -3.223 4.409
C -1.950 -2.514 3.638
C -1.531 -1.405 2.919
C 0.172 1.779 3.477
C -0.973 1.778 4.281
C -1.092 2.699 5.309
C -0.077 3.618 5.545
C 1.059 3.624 4.750
C 1.180 2.717 3.708
P 2.357 0.583 0.176
C 3.933 1.343 0.306
C 5.068 0.718 -0.249
C 6.312 1.270 -0.024
C 6.427 2.470 0.679
C 5.300 3.117 1.191
C 4.051 2.575 0.986
C 2.457 -1.009 -0.604
C 2.505 -1.077 -2.003
C 2.762 -2.291 -2.615
C 2.941 -3.434 -1.841
C 2.872 -3.369 -0.453
C 2.625 -2.160 0.176
H 2.664 0.616 2.502
H 1.748 -1.399 3.840
H 0.995 -3.376 5.079
H -1.368 -4.084 4.976
H -2.987 -2.824 3.603
H -2.248 -0.847 2.331
H -1.760 1.050 4.128
H -1.971 2.689 5.939
H -0.175 4.333 6.351
H 1.853 4.332 4.944
H 2.066 2.749 3.088
H 4.977 -0.210 -0.799
H 7.199 0.772 -0.390
H 7.403 2.919 0.805
H 5.410 4.051 1.724
H 3.170 3.099 1.333
H 2.384 -0.182 -2.604
H 2.849 -2.348 -3.693
H 3.151 -4.382 -2.322
H 3.036 -4.259 0.141
H 2.592 -2.105 1.257
Br -2.069 -6.288 -0.611
C -2.069 -4.431 -0.475
C -0.872 -3.750 -0.300
C -0.881 -2.369 -0.183
C -2.072 -1.665 -0.235
C -3.273 -2.349 -0.435
C -3.270 -3.727 -0.549
N -2.016 -0.227 -0.114
C -3.077 0.492 -0.037
C -2.983 1.948 0.030
C -4.098 2.763 0.044
C -3.915 4.142 0.102
C -2.628 4.643 0.148
C -1.553 3.762 0.138
N -1.727 2.442 0.070
H 0.059 -4.296 -0.246
H 0.051 -1.841 -0.031
H -4.223 -1.838 -0.503
H -4.200 -4.259 -0.696
H -4.064 0.044 -0.016
H -5.090 2.330 0.020
H -4.768 4.808 0.120
H -2.441 5.707 0.202
H -0.534 4.122 0.194
O -3.157 -3.739 -5.470
C -2.834 -2.551 -6.033
N -2.053 -1.805 -5.137
C -2.082 -0.378 -5.195
O -2.829 0.106 -6.001
C -1.190 0.428 -4.317
C -0.676 1.603 -4.864
C 0.082 2.427 -4.057
C 0.251 2.076 -2.731
N -0.265 0.962 -2.182
C -0.973 0.141 -2.976
H -3.484 -4.381 -6.124
H -3.690 -1.919 -6.376
H -2.238 -2.675 -6.983
H -1.410 -2.313 -4.532
H -0.871 1.857 -5.899
H 0.521 3.339 -4.438
H 0.826 2.710 -2.066
H -1.367 -0.754 -2.508
```

Results
HOMO-LUMO gap (alpha / beta)	2.088 / 3.514	eV
net charge	+4
HOMO (alpha / beta)	-16.91 / -17.96	eV
2S+1	2
energy relative to the best compared isomer or geometry (same formula, charge and spin)	74.5	kcal/mol

Mulliken population analysis, charges in e, atoms 1 to 5: Ir 1.795; N -0.115; P -0.095; C 1.212; C -0.844


# C43H38CeClN6O2PS2Se2Te

A molecular structure, C43H38CeClN6O2PS2Se2Te (ωB97M-V/def2-TZVPD, the OMol25 dataset).

```
97
Properties=species:S:1:pos:R:3
Ce 9.470 15.673 13.555
N 5.648 13.480 14.236
C 6.689 14.143 14.772
S 6.615 15.980 14.532
N 7.654 13.675 15.480
N 8.681 14.520 15.598
C 9.378 14.537 16.717
C 10.356 15.556 16.967
C 10.791 15.795 18.272
C 11.947 16.562 18.386
C 12.643 17.046 17.252
C 12.060 16.748 16.024
N 10.943 16.091 15.901
H 4.942 13.973 13.715
H 5.570 12.485 14.305
H 9.054 13.848 17.512
H 10.208 15.529 19.162
H 12.435 16.791 19.320
H 13.601 17.591 17.380
H 12.549 17.057 15.108
Se 8.437 13.811 11.190
P 8.627 15.353 9.633
Se 6.784 16.565 12.449
C 7.244 15.253 8.483
C 7.227 14.520 7.247
C 6.084 14.665 6.443
C 5.011 15.511 6.777
C 5.141 16.261 7.933
C 6.162 16.066 8.840
C 9.987 14.738 8.688
C 11.037 15.673 8.439
C 11.996 15.352 7.468
C 12.078 14.033 6.948
C 11.126 13.096 7.341
C 10.090 13.433 8.187
H 8.072 13.866 6.997
H 6.091 14.167 5.465
H 4.111 15.589 6.176
H 4.420 17.037 8.194
H 6.230 16.594 9.770
H 11.106 16.588 8.997
H 12.773 16.032 7.266
H 12.866 13.705 6.252
H 11.179 12.044 6.983
H 9.348 12.682 8.492
C 9.337 23.075 9.205
C 9.849 21.861 9.967
C 8.950 20.771 10.138
C 9.349 19.681 10.917
C 10.674 19.554 11.396
C 11.614 20.580 11.112
C 11.143 21.781 10.553
S 11.134 18.224 12.385
O 10.613 16.965 11.721
O 12.543 18.275 12.597
N 10.256 18.244 13.772
C 10.121 19.415 14.452
C 10.812 20.614 14.323
C 10.399 21.798 14.961
C 9.266 21.798 15.770
C 8.579 20.590 16.028
C 7.383 20.585 16.818
C 6.876 19.323 17.098
C 7.582 18.167 16.704
N 8.691 18.156 15.952
C 9.111 19.361 15.513
H 9.924 23.985 9.433
H 8.299 23.280 9.456
H 9.388 22.844 8.096
H 7.953 20.794 9.712
H 8.589 18.924 11.103
H 12.697 20.423 11.368
H 11.836 22.591 10.417
H 11.745 20.557 13.781
H 10.951 22.722 14.847
H 8.868 22.657 16.215
H 6.936 21.531 17.135
H 5.922 19.156 17.621
H 7.091 17.231 17.005
Cl 11.440 13.481 13.667
C 12.346 9.394 14.131
Te 10.501 10.654 13.834
C 9.959 9.519 15.731
C 11.281 9.307 16.450
C 11.487 9.104 17.798
C 12.731 8.932 18.382
C 13.822 8.939 17.579
C 13.691 9.196 16.210
C 12.453 9.346 15.622
H 13.180 9.919 13.683
H 12.191 8.376 13.721
H 9.512 8.570 15.412
H 9.226 10.092 16.314
H 10.657 9.140 18.513
H 12.776 8.671 19.426
H 14.790 8.763 17.988
H 14.570 9.165 15.542
```

Results
HOMO-LUMO gap (alpha / beta)	5.214 / 5.236	eV
net charge	-1
HOMO (alpha / beta)	-3.75 / -3.77	eV
2S+1	2
energy relative to the best compared isomer or geometry (same formula, charge and spin)	0.0	kcal/mol

Mulliken population analysis, charges in e, atoms 1 to 5: Ce 0.975; N -0.360; C 0.610; S -0.445; N -1.614


# C43H38Cl3F3N2O3S2SbSeSiTi

A molecular structure, C43H38Cl3F3N2O3S2SbSeSiTi (ωB97M-V/def2-TZVPD, the OMol25 dataset).

```
98
Properties=species:S:1:pos:R:3
Ti 0.178 0.620 -0.169
Cl -1.928 -6.002 -2.274
C -1.358 -4.530 -1.508
C -1.288 -4.473 -0.119
C -0.823 -3.317 0.475
C -0.427 -2.219 -0.289
O 0.064 -1.140 0.303
C -0.525 -2.275 -1.698
C -0.197 -1.182 -2.540
N 0.070 0.042 -2.111
C 0.391 1.024 -3.045
C 0.898 0.823 -4.309
C 1.129 1.918 -5.164
C 0.861 3.203 -4.780
C 0.379 3.449 -3.472
C 0.093 4.732 -2.953
C -0.326 4.862 -1.662
C -0.423 3.715 -0.847
N -0.183 2.514 -1.306
C 0.183 2.362 -2.607
C -0.984 -3.468 -2.287
H -1.578 -5.324 0.482
H -0.740 -3.268 1.553
H -0.240 -1.351 -3.611
H 1.161 -0.175 -4.631
H 1.539 1.727 -6.148
H 1.041 4.038 -5.446
H 0.225 5.602 -3.587
H -0.543 5.831 -1.234
H -0.670 3.784 0.205
H -1.036 -3.539 -3.366
C -4.257 2.128 1.179
C -2.793 1.742 1.147
S -2.339 0.611 -0.108
C -1.904 2.257 2.015
C -2.261 3.302 3.041
S -0.193 1.826 1.966
H -4.811 1.542 0.449
H -4.399 3.186 0.937
H -4.702 1.952 2.163
H -3.328 3.309 3.273
H -1.988 4.306 2.693
H -1.703 3.141 3.966
F -0.309 -7.003 5.720
C -0.286 -5.731 5.236
C -1.451 -4.992 5.261
C -1.413 -3.699 4.755
C -0.241 -3.135 4.248
C 0.904 -3.926 4.244
C 0.894 -5.229 4.733
Sb -0.422 -1.096 3.440
C -0.458 -0.291 5.455
C 0.289 -0.815 6.508
C 0.214 -0.277 7.786
C -0.626 0.798 7.996
F -0.705 1.329 9.246
C -1.389 1.348 6.989
C -1.295 0.788 5.718
C 1.699 -0.901 3.166
C 2.358 -1.641 2.183
C 3.732 -1.551 2.010
C 4.437 -0.711 2.844
F 5.785 -0.619 2.705
C 3.825 0.064 3.808
C 2.449 -0.038 3.962
H -2.359 -5.428 5.657
H -2.332 -3.117 4.760
H 1.834 -3.530 3.847
H 1.782 -5.847 4.718
H 0.947 -1.659 6.331
H 0.794 -0.676 8.609
H -2.033 2.192 7.197
H -1.890 1.210 4.915
H 1.813 -2.281 1.500
H 4.222 -2.083 1.203
H 4.415 0.742 4.410
H 1.961 0.585 4.701
C 4.907 -4.588 -0.018
Si 3.565 -4.327 -1.341
C 4.162 -5.320 -2.848
C 2.063 -5.275 -0.683
Se 3.162 -2.218 -1.805
H 5.249 -5.629 0.001
H 4.521 -4.344 0.976
H 5.767 -3.943 -0.210
H 4.421 -6.354 -2.591
H 5.039 -4.836 -3.284
H 3.380 -5.337 -3.611
H 2.314 -6.314 -0.438
H 1.257 -5.280 -1.422
H 1.672 -4.797 0.218
Cl 3.836 1.596 -2.541
C 4.044 2.154 -0.866
Cl 5.126 1.095 0.037
C 2.661 2.306 -0.206
O 2.293 3.447 0.014
O 2.013 1.213 -0.011
H 4.499 3.135 -0.907
```

Results
HOMO-LUMO gap (alpha / beta)	5.083 / 5.470	eV
net charge	-2
HOMO (alpha / beta)	-1.49 / -1.76	eV
2S+1	2
energy relative to the best compared isomer or geometry (same formula, charge and spin)	8.4	kcal/mol

Mulliken population analysis, charges in e, atoms 1 to 5: Ti -0.067; Cl -0.297; C 0.006; C -0.707; C 0.042


# C43H38IrN6O2P

A molecular structure, C43H38IrN6O2P (ωB97M-V/def2-TZVPD, the OMol25 dataset).

```
91
Properties=species:S:1:pos:R:3
Ir 0.578 0.630 0.257
C -1.039 5.809 -1.374
C -1.134 5.484 -0.029
C -1.165 4.155 0.374
C -1.095 3.134 -0.563
C -1.006 3.466 -1.914
C -0.976 4.792 -2.318
N -1.117 1.750 -0.213
C -2.221 1.072 -0.526
C -3.500 1.686 -0.745
C -4.594 0.937 -1.048
C -4.519 -0.471 -1.180
C -3.312 -1.083 -1.006
C -2.166 -0.333 -0.674
N -0.903 -0.944 -0.505
N -0.884 -2.132 -0.905
C 0.308 -2.915 -0.838
C 0.201 -4.122 -1.528
C 1.290 -4.970 -1.539
C 2.442 -4.585 -0.863
C 2.432 -3.366 -0.204
N 1.385 -2.547 -0.185
H -1.010 6.845 -1.685
H -1.184 6.267 0.717
H -1.223 3.909 1.421
H -0.949 2.666 -2.642
H -0.897 5.030 -3.371
H -3.586 2.759 -0.642
H -5.548 1.432 -1.183
H -5.403 -1.047 -1.417
H -3.210 -2.153 -1.115
H -0.720 -4.353 -2.042
H 1.244 -5.915 -2.065
H 3.321 -5.213 -0.837
H 3.307 -3.032 0.346
C 1.764 -2.297 2.999
C 0.885 -1.741 4.069
C 0.761 -2.478 5.248
C -0.069 -2.086 6.280
C -0.831 -0.941 6.137
C -0.736 -0.200 4.971
C 0.138 -0.561 3.938
P 0.104 0.628 2.500
C -1.741 0.841 2.556
C -2.302 2.079 2.855
C -3.675 2.264 2.891
C -4.512 1.186 2.645
C -3.965 -0.057 2.388
C -2.587 -0.258 2.351
C -2.082 -1.668 2.186
C 0.742 2.218 3.071
C 0.735 2.661 4.397
C 1.294 3.880 4.723
C 1.873 4.661 3.722
C 1.898 4.206 2.420
C 1.359 2.960 2.083
C 1.519 2.406 0.701
H 2.121 -3.287 3.285
H 2.616 -1.650 2.824
H 1.218 -2.377 2.065
H 1.334 -3.392 5.342
H -0.131 -2.678 7.184
H -1.509 -0.623 6.918
H -1.368 0.668 4.869
H -1.652 2.912 3.083
H -4.084 3.240 3.117
H -5.587 1.311 2.669
H -4.618 -0.905 2.219
H -2.797 -2.267 1.621
H -1.948 -2.133 3.166
H -1.123 -1.723 1.677
H 0.286 2.063 5.177
H 1.285 4.220 5.750
H 2.322 5.615 3.969
H 2.363 4.799 1.641
H 2.599 2.323 0.527
H 1.187 3.162 -0.016
C 5.729 0.117 2.210
N 4.740 -0.078 1.158
C 5.114 -0.318 -0.135
C 4.224 -0.373 -1.143
C 2.851 -0.129 -0.798
O 1.912 0.074 -1.609
N 2.502 -0.053 0.507
C 3.398 0.077 1.509
O 3.092 0.319 2.672
H 6.705 0.245 1.747
H 5.753 -0.736 2.888
H 5.473 1.001 2.788
H 6.178 -0.431 -0.294
H 4.519 -0.525 -2.169
```

Results
HOMO-LUMO gap (alpha / beta)	6.164 / 6.166	eV
HOMO (alpha / beta)	-6.70 / -6.70	eV
energy relative to the best compared isomer or geometry (same formula, charge and spin)	23.8	kcal/mol

Mulliken population analysis, charges in e, atoms 1 to 5: Ir 1.467; C -0.532; C -1.163; C 0.966; C -1.837


In order of appearance, DFT total energy = -84588.8176 -148173.2450 -252643.2335 -224606.1719 -70372.6811 eV.
In order of appearance, largest force on an atom = 4.57 2.82 3.86 2.52 2.01 eV Å⁻¹.